[1]
The following is a quantum chemistry calculation of a 2-piece molecular cluster, H4O2 overall, from the OMol25 dataset.

Positions of all 6 atoms, in Å:
O: -23.893 17.241 -1.041
H: -24.454 16.506 -1.288
H: -24.101 17.404 -0.121
O: -23.397 18.938 -3.334
H: -23.674 18.690 -2.452
H: -23.867 18.335 -3.911

Output
molecular weight	36.0	Da
LUMO level	0.6	eV
relative energy (zero: lowest compared OMol25 entry of this formula, charge and spin)	0.080	eV
frontier orbital gap	11.5	eV
structure (SMILES)	O.O
charge	0
calculated total energy	-4159.8588	eV

[2]
The following is a quantum chemistry calculation of the molecule C5H8O, from the OMol25 dataset.

Positions of all 14 atoms, in Å:
C: 0.874 1.033 -1.060
C: -0.257 0.699 -0.077
C: -0.994 -0.654 -0.283
C: -0.254 -1.273 0.928
C: 0.297 0.123 1.233
O: 0.959 0.585 2.124
H: 1.808 0.532 -0.778
H: 1.077 2.108 -1.073
H: 0.619 0.715 -2.076
H: -0.927 1.555 0.058
H: -2.073 -0.573 -0.121
H: -0.823 -1.149 -1.243
H: -0.853 -1.732 1.720
H: 0.547 -1.969 0.649

Output
molecular weight	84.1	Da
LUMO level	1.0	eV
relative energy (zero: lowest compared OMol25 entry of this formula, charge and spin)	0.898	eV
frontier orbital gap	10.5	eV
structure (SMILES)	C[C@H]1CCC1=O
charge	0
calculated total energy	-7361.3570	eV

[3]
The following is a quantum chemistry calculation of a 3-piece molecular cluster, C25H36N2O3PS overall at a distorted geometry, from the OMol25 dataset.

Positions of all 68 atoms, in Å:
C: -5.156 0.168 0.684
C: -4.242 0.632 1.325
C: -3.068 1.334 1.940
C: -1.820 1.033 1.016
C: -0.868 -0.038 1.649
P: 0.885 0.585 1.655
C: 1.914 -0.812 2.286
C: 3.112 -1.212 1.365
C: 3.370 -2.748 1.343
C: 2.139 -3.581 0.884
S: 1.706 -3.395 -0.857
O: 0.270 -3.447 -0.927
O: 2.251 -2.209 -1.471
O: 2.266 -4.673 -1.685
C: 1.259 1.104 -0.061
C: 2.644 1.759 -0.265
C: 3.519 1.963 0.803
C: 4.794 2.536 0.549
C: 5.120 2.857 -0.768
C: 6.519 3.445 -1.093
C: 4.231 2.676 -1.850
C: 2.975 2.112 -1.599
H: -5.973 -0.381 0.239
H: -3.291 2.416 1.949
H: -2.845 0.954 2.951
H: -1.315 2.003 0.837
H: -2.158 0.640 0.040
H: -1.133 -0.292 2.695
H: -0.832 -0.960 1.030
H: 0.910 1.645 2.585
H: 2.341 -0.497 3.262
H: 1.249 -1.665 2.509
H: 3.060 -0.811 0.340
H: 4.023 -0.766 1.815
H: 3.599 -3.083 2.378
H: 4.241 -3.015 0.721
H: 1.230 -3.437 1.493
H: 2.411 -4.650 1.027
H: 2.408 -4.302 -2.578
H: 0.502 1.866 -0.354
H: 1.080 0.245 -0.746
H: 3.274 1.693 1.841
H: 5.497 2.693 1.373
H: 7.030 2.851 -1.871
H: 6.353 4.485 -1.421
H: 7.119 3.377 -0.169
H: 4.482 2.936 -2.884
H: 2.233 1.927 -2.391
N: -3.687 -4.213 -0.188
C: -4.530 -4.044 0.880
C: -5.804 -4.318 0.458
C: -5.728 -4.671 -0.916
C: -4.410 -4.600 -1.284
H: -2.692 -4.076 -0.170
H: -4.151 -3.744 1.842
H: -6.693 -4.271 1.066
H: -6.547 -4.947 -1.560
H: -3.926 -4.789 -2.227
N: -3.142 2.668 -2.237
C: -2.330 3.614 -2.807
C: -2.590 4.814 -2.198
C: -3.595 4.583 -1.219
C: -3.911 3.251 -1.266
H: -3.169 1.697 -2.492
H: -1.643 3.352 -3.594
H: -2.114 5.753 -2.428
H: -4.033 5.312 -0.557
H: -4.616 2.667 -0.696

Output
molecular weight	475.6	Da
LUMO level	-2.5	eV
frontier orbital gap	7.4	eV
charge	+1
calculated total energy	-55746.5072	eV

[4]
The following is a quantum chemistry calculation of C24H39BrMgN10O7S as an isolated structure, from the OMol25 dataset.

Positions of all 83 atoms, in Å:
Mg: 0.018 -1.616 0.461
N: 0.617 -1.910 -3.992
C: 1.056 -2.439 -2.646
C: 2.549 -2.257 -2.468
C: 2.926 -2.665 -1.042
N: 2.277 -1.733 -0.092
C: 2.505 -4.107 -0.766
C: 1.034 -4.406 -1.055
N: 0.171 -3.835 0.004
C: 0.625 -3.882 -2.444
H: 0.804 -0.889 -4.039
H: -0.387 -2.049 -4.123
H: 1.103 -2.369 -4.766
H: 0.515 -1.803 -1.963
H: 2.846 -1.222 -2.663
H: 3.096 -2.891 -3.174
H: 4.013 -2.601 -0.946
H: 2.639 -0.795 -0.253
H: 2.557 -1.951 0.863
H: 2.739 -4.373 0.268
H: 3.121 -4.758 -1.390
H: 0.908 -5.492 -1.082
H: 0.301 -4.363 0.863
H: -0.815 -3.954 -0.235
H: -0.455 -3.987 -2.574
H: 1.112 -4.514 -3.194
Br: -2.821 3.109 -1.929
C: -3.652 1.505 -1.364
C: -5.028 1.492 -1.146
C: -5.598 0.307 -0.723
C: -4.784 -0.806 -0.527
C: -3.432 -0.670 -0.781
N: -2.869 0.466 -1.205
C: -2.486 -1.827 -0.586
O: -2.865 -2.855 -0.015
O: -1.289 -1.651 -1.016
H: -5.617 2.381 -1.312
H: -6.664 0.248 -0.551
H: -5.182 -1.755 -0.202
C: -2.413 -2.392 5.618
N: -1.564 -2.141 4.465
C: -0.214 -1.597 4.517
C: 0.120 -1.559 3.044
O: 1.156 -1.195 2.485
N: -0.933 -1.990 2.317
C: -1.916 -2.322 3.191
N: -3.082 -2.779 2.777
H: -1.789 -2.431 6.508
H: -2.907 -3.358 5.520
H: -3.156 -1.604 5.745
H: 0.473 -2.239 5.071
H: -0.187 -0.594 4.947
H: -3.226 -2.877 1.768
H: -3.822 -2.993 3.423
C: -0.210 7.457 0.700
C: 0.886 6.853 -0.169
S: 1.202 5.179 0.318
O: -0.017 4.408 0.234
O: 1.947 5.179 1.555
C: 2.294 4.542 -0.941
C: 2.842 3.177 -0.534
N: 1.829 2.110 -0.596
C: 1.224 1.517 0.463
N: 0.301 0.635 0.068
C: 0.281 0.687 -1.292
C: 1.242 1.545 -1.716
N: 1.654 1.731 -3.062
O: 1.228 0.915 -3.885
O: 2.464 2.589 -3.318
C: 1.549 1.809 1.883
H: -0.404 8.474 0.367
H: 0.094 7.493 1.745
H: -1.131 6.883 0.620
H: 1.834 7.379 -0.059
H: 0.606 6.827 -1.223
H: 3.123 5.239 -1.062
H: 1.733 4.493 -1.872
H: 3.206 3.203 0.490
H: 3.671 2.907 -1.185
H: -0.442 0.138 -1.863
H: 2.469 1.305 2.186
H: 0.737 1.435 2.499
H: 1.656 2.877 2.056

Output
molecular weight	715.9	Da
LUMO level	-5.6	eV
relative energy (zero: lowest compared OMol25 entry of this formula, charge and spin)	0.000	eV
frontier orbital gap	7.9	eV
charge	+2
calculated total energy	-141068.7504	eV

[5]
The following is a quantum chemistry calculation of a 2-piece molecular cluster, C9H18N5 overall at a distorted geometry, from the OMol25 dataset.

Positions of all 32 atoms, in Å:
C: 3.639 -0.623 0.333
C: 2.407 -1.094 -0.179
C: 1.798 0.092 -0.519
C: -0.911 -0.760 -1.073
C: -2.461 -0.642 -1.332
C: -2.617 0.845 0.468
C: -1.119 0.787 0.713
C: -0.634 -0.137 1.908
C: 2.204 2.454 -0.648
N: 3.759 0.687 0.308
N: 2.604 1.178 -0.227
N: -0.563 0.559 -0.570
N: 1.958 -2.421 -0.143
N: -3.135 -0.382 -0.130
H: 4.384 -1.204 0.841
H: -0.796 -1.671 -0.435
H: -0.438 -0.972 -1.924
H: -2.494 0.130 -2.080
H: -2.879 -1.510 -1.833
H: -3.041 1.042 1.420
H: -3.000 1.649 -0.159
H: -0.669 1.784 0.975
H: -1.102 -1.151 1.955
H: -0.644 0.306 2.947
H: 0.441 -0.458 1.565
H: 1.450 2.386 -1.339
H: 1.869 3.042 0.206
H: 2.992 3.129 -1.125
H: 2.435 -2.844 0.579
H: 1.737 -2.872 -0.979
H: -4.225 -0.334 -0.238
H: -2.952 -0.996 0.717

Output
molecular weight	196.3	Da
LUMO level (spin up / spin down)	-3.8 / -4.1	eV
relative energy (zero: lowest compared OMol25 entry of this formula, charge and spin)	6.237	eV
frontier orbital gap (spin up / spin down)	7.4 / 7.1	eV
charge	+1
calculated total energy	-17062.4531	eV

[6]
The following is a quantum chemistry calculation of C32H48AsF6O24Pt as an isolated structure at a distorted geometry, from the OMol25 dataset.

Positions of all 112 atoms, in Å:
Pt: 2.658 2.150 2.902
As: 0.585 0.514 0.108
F: 0.221 1.964 -0.881
F: -0.157 -0.552 -1.093
F: 1.108 -0.930 1.123
F: 1.391 1.558 1.290
F: -0.958 0.696 1.010
F: 2.148 0.381 -0.813
C: 1.130 -4.097 -0.547
C: 2.393 -3.596 0.083
C: 2.539 -3.695 1.596
O: 3.789 -4.376 1.761
C: 4.213 -4.840 0.552
O: 5.160 -5.530 0.367
O: 3.308 -4.579 -0.364
H: 0.270 -3.493 -0.256
H: 0.851 -5.104 -0.237
H: 1.140 -4.128 -1.636
H: 2.635 -2.606 -0.305
H: 1.715 -4.189 2.111
H: 2.686 -2.699 2.013
C: -3.093 4.809 5.239
C: -2.536 3.361 5.430
C: -3.131 2.438 4.371
O: -2.069 1.609 3.942
C: -0.902 2.301 4.176
O: 0.147 2.039 3.661
O: -1.204 3.307 4.971
H: -4.092 4.863 5.671
H: -3.186 5.052 4.180
H: -2.479 5.533 5.774
H: -2.541 3.027 6.467
H: -3.597 2.882 3.491
H: -3.948 1.850 4.788
C: 1.005 4.926 -3.088
C: 2.104 3.986 -2.675
C: 2.449 2.837 -3.534
O: 3.852 2.820 -3.525
C: 4.307 3.961 -3.076
O: 5.439 4.409 -3.065
O: 3.313 4.646 -2.558
H: 0.922 5.571 -2.213
H: 0.100 4.335 -3.232
H: 1.187 5.638 -3.893
H: 1.901 3.633 -1.664
H: 2.147 2.949 -4.576
H: 2.083 1.919 -3.074
C: 7.550 -1.398 0.607
C: 6.143 -1.874 0.964
C: 5.858 -2.164 2.478
O: 4.775 -1.215 2.633
C: 4.605 -0.360 1.632
O: 3.981 0.702 1.705
O: 5.307 -0.740 0.609
H: 8.239 -2.207 0.848
H: 7.924 -0.500 1.099
H: 7.730 -1.197 -0.449
H: 6.002 -2.812 0.426
H: 6.721 -1.883 3.082
H: 5.607 -3.198 2.714
C: -5.205 0.709 1.700
C: -4.344 0.369 0.522
C: -4.028 -1.176 0.485
O: -4.599 -1.497 -0.768
C: -5.101 -0.473 -1.426
O: -5.496 -0.515 -2.566
O: -5.196 0.558 -0.552
H: -6.227 0.388 1.496
H: -5.176 1.791 1.833
H: -4.926 0.274 2.659
H: -3.443 0.966 0.384
H: -4.603 -1.633 1.290
H: -2.970 -1.434 0.529
C: -0.335 -3.108 -4.193
C: -0.366 -1.618 -4.352
C: 0.938 -0.973 -3.885
O: 1.419 -0.337 -5.046
C: 0.664 -0.634 -6.119
O: 0.754 -0.250 -7.314
O: -0.264 -1.472 -5.749
H: 0.588 -3.605 -4.490
H: -1.144 -3.673 -4.657
H: -0.364 -3.277 -3.117
H: -1.251 -1.052 -4.063
H: 1.631 -1.708 -3.478
H: 0.728 -0.138 -3.216
C: -2.816 3.019 -1.743
C: -2.337 1.930 -2.739
C: -3.199 1.629 -3.963
O: -2.422 1.970 -5.047
C: -1.156 2.203 -4.641
O: -0.168 2.334 -5.419
O: -1.119 2.222 -3.314
H: -3.134 3.883 -2.327
H: -2.036 3.315 -1.041
H: -3.633 2.620 -1.141
H: -2.214 1.005 -2.175
H: -4.066 2.287 -3.909
H: -3.392 0.556 -3.991
C: -3.201 -2.470 4.752
C: -2.435 -2.196 3.456
C: -0.940 -2.265 3.600
O: -0.586 -3.049 2.490
C: -1.701 -3.651 1.988
O: -1.749 -4.589 1.217
O: -2.773 -3.202 2.620
H: -2.790 -3.342 5.261
H: -4.285 -2.581 4.701
H: -3.073 -1.540 5.306
H: -2.754 -1.278 2.962
H: -0.651 -2.726 4.545
H: -0.498 -1.271 3.527

Output
molecular weight	1200.7	Da
LUMO level (spin up / spin down)	-8.1 / -9.8	eV
frontier orbital gap (spin up / spin down)	3.2 / 1.5	eV
2S+1	3
charge	+1
expectation value of S²	2.004
calculated total energy	-163482.2932	eV